[1]
ORCA calculation (ωB97M-V/def2-TZVPD) on a 11-piece molecular cluster, C57H63F3N10O3P overall.

Last column: Mulliken charge in e.
Cartesian coordinates (Å):
C (2.570, -8.550, -4.985)  -0.470
C (0.868, -3.143, 4.864)  -0.211
O (-0.714, 5.681, -2.487)  -0.587
N (-4.619, 0.390, 12.441)  -0.499
C (4.150, 0.004, 5.954)  -0.044
H (1.917, -0.858, -9.537)  0.540
C (-3.111, 4.332, 8.171)  -0.303
C (0.646, -0.772, 4.794)  -0.527
C (0.627, -3.018, -7.260)  -0.367
N (3.260, -0.549, -11.059)  -0.379
O (1.102, 5.282, 2.328)  -0.505
F (-1.837, 0.561, 1.281)  -0.270
C (1.105, 4.160, 3.100)  0.208
C (1.582, -3.059, 3.679)  -0.801
C (1.481, 1.707, -5.114)  -0.838
H (-0.142, 0.275, -1.995)  0.342
H (7.049, 1.113, 7.283)  0.362
C (-1.702, 4.625, 6.404)  -0.332
C (-2.445, 1.754, 1.575)  0.410
H (0.200, 5.641, 2.394)  0.370
H (-2.540, 5.302, 4.551)  0.315
C (-0.942, 4.768, -1.710)  0.230
H (4.019, -8.088, -8.000)  0.358
C (1.743, 2.946, 2.501)  -0.519
H (-6.463, 4.030, 11.634)  0.415
H (2.547, 3.173, 1.793)  0.420
H (2.634, 0.837, -14.057)  0.373
H (1.429, -0.277, -5.948)  0.380
H (-8.911, 4.210, 12.024)  0.410
C (1.450, -7.770, -5.230)  -0.207
H (4.405, -9.276, -5.836)  0.362
C (0.609, -0.190, -3.963)  -0.786
H (-5.195, 4.755, 7.883)  0.387
H (0.339, 0.979, -13.077)  0.367
H (-3.472, -0.896, 13.552)  0.355
H (-5.044, -2.812, 13.376)  0.357
H (-3.226, 4.035, 9.208)  0.403
C (-0.674, -1.503, -8.343)  -0.431
H (2.694, -9.042, -4.031)  0.353
C (2.429, 0.474, -13.059)  -0.551
H (-0.999, 3.743, -2.109)  0.243
C (-5.750, 0.543, 11.751)  -0.198
C (1.788, -1.806, 3.122)  -0.179
C (7.334, -4.149, -10.785)  -0.332
C (5.742, -2.860, -12.000)  -0.089
F (-3.747, 1.565, 1.194)  -0.334
H (3.952, -0.456, 3.864)  0.469
H (4.923, -2.152, -12.025)  0.485
C (3.306, -8.019, -7.190)  -0.546
H (-2.158, 2.771, -0.557)  -0.037
N (1.342, -0.675, 3.665)  0.270
N (-1.873, 4.271, 7.680)  -0.573
C (6.329, 0.758, 6.558)  -0.236
H (-2.251, -4.480, -8.226)  0.391
H (2.339, -1.698, 2.193)  0.452
H (-10.467, 3.330, 10.275)  0.374
C (-4.211, 4.736, 7.432)  -0.185
H (-2.022, 5.666, -0.175)  0.467
H (8.603, -5.348, -12.050)  0.358
N (6.170, -3.318, -13.176)  -0.533
H (-0.185, -1.993, 6.353)  0.422
H (1.354, 3.532, -3.970)  0.367
N (-6.634, 3.117, 9.804)  -0.347
N (0.465, -1.775, -7.710)  -0.168
C (4.610, -0.118, 4.651)  -0.157
H (-0.118, -5.019, -7.033)  0.470
C (-1.176, 4.967, -0.241)  -0.756
C (-9.394, 3.272, 10.143)  -0.186
H (-3.026, 3.934, 0.938)  0.039
C (0.954, 0.068, -11.229)  -0.141
H (0.701, 3.285, 0.112)  0.700
C (1.200, 0.349, -5.095)  0.108
C (-8.534, 3.761, 11.115)  -0.551
H (1.954, -6.729, -8.257)  0.388
H (0.686, -7.646, -4.470)  0.365
N (0.594, 1.956, -2.904)  -0.071
C (-6.451, -1.694, 12.187)  -0.451
C (-4.400, -0.798, 12.999)  -0.261
C (1.158, 0.551, -12.512)  -0.437
H (3.124, -0.241, 6.194)  0.330
C (-5.278, -1.868, 12.902)  -0.311
H (-5.906, 1.514, 11.302)  0.545
H (4.447, -0.156, -12.689)  0.429
H (-1.277, 3.916, 2.018)  -0.546
C (0.326, 0.654, -2.898)  -0.144
H (-4.853, 5.412, 5.492)  0.378
H (-0.294, 5.456, 0.181)  0.136
H (5.898, -2.829, -9.863)  0.402
H (0.686, -4.102, 5.332)  0.373
C (0.034, 2.534, 0.556)  -0.509
H (-9.484, 2.323, 8.210)  0.403
C (-1.491, -3.723, -8.082)  -0.270
H (-2.585, -2.151, -9.071)  0.382
C (-1.679, -2.433, -8.553)  -0.634
H (1.971, -3.944, 3.193)  0.407
H (7.506, -4.547, -14.130)  0.359
H (7.787, -4.471, -9.856)  0.383
H (4.704, 0.563, 7.953)  0.377
N (1.234, -7.133, -6.379)  -0.371
H (-0.022, 0.108, -10.768)  0.247
H (0.013, 1.707, -0.160)  -0.458
H (7.698, 0.835, 4.900)  0.358
H (1.560, -3.214, -6.741)  0.454
H (-0.695, 4.560, 6.012)  0.633
C (1.159, 2.464, -3.996)  -0.175
C (-2.739, 5.043, 5.582)  -0.183
C (-8.853, 2.711, 8.998)  -0.554
C (-7.169, 3.662, 10.897)  -0.104
H (1.936, 2.173, -5.978)  0.375
C (3.517, -8.676, -5.988)  -0.141
C (6.288, -3.241, -10.783)  -0.501
H (-7.008, 2.234, 7.993)  0.445
C (7.176, -4.191, -13.160)  -0.191
C (2.034, -0.471, -10.543)  -0.264
H (-7.596, -0.281, 11.030)  0.377
C (2.153, -7.262, -7.333)  -0.116
C (6.690, 0.602, 5.229)  -0.325
C (-7.471, 2.661, 8.876)  -0.276
C (0.386, -1.976, 5.434)  -0.749
C (-0.312, -4.026, -7.420)  -0.389
C (0.670, 2.034, 1.871)  0.059
C (3.440, -0.084, -12.293)  -0.184
H (-7.163, -2.504, 12.087)  0.363
C (-6.694, -0.463, 11.600)  -0.287
H (2.199, 2.412, 3.345)  0.202
H (1.168, 1.081, 1.670)  0.061
F (-2.495, 1.802, 2.941)  -0.243
C (5.029, 0.451, 6.926)  -0.585
H (-0.783, -0.482, -8.695)  0.633
N (5.858, 0.172, 4.282)  -0.543
C (7.789, -4.637, -12.000)  -0.345
H (0.276, 0.164, 5.200)  0.571
C (-4.018, 5.099, 6.107)  -0.531
H (0.368, -1.243, -3.905)  0.380
P (-1.695, 3.361, 0.711)  0.652
H (-0.066, 1.830, 2.655)  0.100
O (0.578, 4.138, 4.183)  -0.573

Summary:
Energy relative to the best compared isomer or geometry (same formula, charge and spin) = 3.4 kcal per mole
Energy = -98612.808 eV
Charge = -1
Orbital gap = 5.742 eV

=====

[2]
ORCA calculation (ωB97M-V/def2-TZVPD) on C26H69AsF6FeN6O8 as an isolated structure.

Last column: Mulliken charge in e.
Cartesian coordinates (Å):
As (-3.185, -0.401, -0.045)  1.747
O (0.234, -1.259, 2.634)  -0.643
H (-0.462, -2.702, -2.120)  -0.376
H (-0.411, 4.956, -2.294)  0.385
H (1.903, -3.485, 0.044)  -0.567
H (0.406, -3.848, 3.708)  0.349
H (3.627, 1.035, -0.813)  0.165
C (3.806, -4.808, 0.950)  -0.767
H (-2.534, 2.969, -0.334)  0.084
C (-3.078, 1.379, 5.100)  -1.843
H (0.052, 2.707, -5.190)  0.359
C (-0.015, -2.961, -3.080)  1.150
C (-1.492, 4.635, -0.436)  0.723
O (0.461, -5.290, -2.377)  -0.212
C (0.037, -4.459, -3.444)  -1.007
H (-0.821, 1.109, 4.317)  0.262
C (-0.270, 5.187, -1.238)  -1.593
C (-0.467, -5.434, -1.349)  -0.874
H (-4.971, 7.059, -0.657)  0.306
O (0.609, -2.304, 0.885)  -0.111
H (-6.334, 2.448, 2.314)  0.315
O (4.442, -5.959, 1.472)  -0.364
C (3.298, 0.902, -1.843)  -1.583
C (-2.599, 1.925, 3.803)  1.804
C (5.430, -5.688, 2.492)  -0.795
F (-3.323, 1.390, 0.107)  -0.575
H (-0.078, -6.176, -0.651)  0.219
H (-4.152, 1.456, 5.269)  0.371
C (-4.033, 7.366, -1.118)  -0.795
H (3.569, -6.993, -0.741)  0.381
H (4.457, -5.747, -1.599)  0.309
N (-1.571, 3.222, -0.505)  0.006
H (3.321, 1.964, 2.087)  0.536
H (1.486, 0.292, -4.094)  0.331
H (2.806, -6.170, -2.189)  0.402
C (-0.910, -2.159, -4.120)  -1.448
F (-3.375, -0.511, 1.764)  -0.543
H (3.787, 1.684, -2.424)  0.522
C (-2.832, 5.285, -0.842)  -0.955
H (-3.944, 8.417, -0.843)  0.264
N (2.229, -4.010, -0.755)  -0.037
F (-3.108, -2.215, -0.119)  -0.519
H (4.507, -4.104, 0.500)  0.378
H (0.452, -4.447, 2.020)  0.121
H (1.721, 2.776, 0.388)  -0.001
H (0.673, -4.639, -4.311)  0.187
H (0.769, 3.850, 3.057)  0.280
H (-0.358, 0.989, -5.462)  0.330
H (0.193, 0.185, -1.917)  -0.205
H (6.131, -4.868, 2.335)  0.291
H (-0.142, 6.257, -1.077)  0.420
N (1.042, -0.020, -1.410)  1.208
H (3.699, -0.004, -2.299)  0.295
H (1.315, -0.853, -1.912)  -0.366
Fe (0.515, -0.213, 0.768)  0.816
H (-0.966, -4.819, -3.673)  0.445
H (-1.348, 2.899, -1.436)  -0.062
H (-0.809, 2.660, 4.519)  0.320
C (0.006, -3.723, 2.702)  -1.283
H (-1.037, -4.022, 2.804)  0.344
N (1.333, -2.333, -3.118)  -0.244
C (3.560, -0.603, 1.833)  -1.009
H (1.989, 4.477, 2.017)  0.432
C (3.456, -6.076, -1.320)  -1.634
N (-1.151, 1.958, 3.879)  -0.655
H (4.515, -0.107, 1.661)  0.407
C (2.833, -5.187, -0.231)  0.750
H (1.659, -2.502, -4.059)  0.441
H (5.977, -6.625, 2.597)  0.274
H (-0.518, -2.154, -5.137)  0.326
H (1.545, -4.229, -1.465)  0.562
O (-4.672, 3.222, 3.275)  -0.450
H (-2.787, 1.197, 3.014)  -0.837
H (-4.148, 7.285, -2.199)  0.327
O (-2.834, 6.706, -0.783)  -0.351
H (-3.102, 4.887, -1.820)  0.468
O (-0.053, 1.463, -3.492)  -0.159
H (3.576, -1.437, 1.131)  0.157
H (-2.657, 1.736, 6.040)  0.369
C (-3.202, 3.267, 3.432)  -0.456
C (0.269, -2.398, 2.069)  0.415
H (2.024, -5.759, 0.223)  0.048
H (-0.648, 2.321, 0.738)  -0.643
H (-1.410, 4.822, 0.635)  -0.090
H (-1.605, 2.039, -4.892)  0.286
H (-0.429, 1.852, 2.135)  -0.301
H (-2.707, 3.778, 2.608)  -0.043
H (1.999, 1.412, 3.162)  0.236
H (-1.884, -2.648, -4.138)  0.501
C (1.083, 3.870, 2.014)  -1.584
H (-3.204, 3.930, 4.297)  0.365
H (-1.422, -5.750, -1.768)  0.375
F (-3.013, -0.290, -1.826)  -0.476
H (0.340, 4.478, 1.499)  0.158
H (1.419, 2.034, -1.603)  -0.675
H (1.902, 1.963, -4.061)  0.646
H (3.588, -0.986, 2.853)  0.294
H (-2.854, 0.314, 5.032)  0.473
H (4.829, -5.525, 3.386)  0.312
C (1.799, 1.107, -2.030)  1.570
H (3.377, -4.138, 1.695)  0.397
O (2.455, 0.267, 1.430)  0.450
C (1.332, 1.207, -3.521)  -1.294
H (-1.178, -1.133, -3.866)  0.117
N (0.037, 1.776, 1.242)  1.985
F (-4.975, -0.669, -0.292)  -0.507
H (-0.586, -4.547, -0.727)  0.270
C (1.323, 2.460, 1.353)  1.327
C (2.325, 1.523, 2.128)  -1.451
C (-0.531, 1.860, -4.829)  -1.036
H (-4.823, 1.459, 2.441)  0.109
H (-3.613, 4.856, -0.213)  0.362
H (0.703, 4.801, -0.936)  0.259
C (-5.245, 2.449, 2.267)  -0.096
H (-4.857, 2.830, 1.322)  -0.064
H (1.941, -2.927, -2.571)  0.028
F (-1.440, -0.295, 0.157)  -0.340

Summary:
Spin multiplicity = 5
Energy relative to the best compared isomer or geometry (same formula, charge and spin) = 0.0 kcal per mole
Energy = -164933.698 eV
Charge = 0
Orbital gap (spin up / spin down) = 8.730 / 8.452 eV

=====

Q: What is the formula in the second record?
A: C26H69AsF6FeN6O8